Molecular formula: C51H111N10O13
Method: DFT, wB97M-V/def2-TZVPD

The geometry in XYZ format:
```
185
C51H111N10O13 | OMol25 | wB97M-V/def2-TZVPD
H 3.3824 6.3908 -4.5575
H -0.2655 0.4931 -6.0974
C 0.1379 -0.1276 0.0375
C -6.2691 -1.2084 -2.9529
H -2.7711 -1.4460 -1.4225
H -6.0750 -0.4356 1.4016
C -1.1969 -2.5009 -6.4160
N 3.2763 3.3968 4.6295
H 4.4712 -0.7619 1.1908
H 0.8576 -2.0154 -0.7634
H -4.5742 -2.3950 7.2144
H -1.2032 2.6367 -2.0442
H -0.8118 -3.4601 -6.7622
C -3.5453 1.0100 -1.1183
C 6.7284 1.9856 -1.9761
O -5.5631 -1.0864 -3.9747
C -3.6740 0.4323 7.4228
H 3.6985 3.7981 1.8798
H -3.8761 0.3731 -0.2979
O 3.8387 7.7543 0.9456
H -0.2458 0.8891 -7.7252
H 2.2442 -3.8526 1.8178
H 0.8491 5.5986 -5.6042
C -2.0648 -0.8106 -1.9567
H -3.6196 -1.2168 -6.2131
H 1.1893 4.3256 6.2104
H 4.7132 -6.9462 4.4812
C -4.2681 0.7169 -7.0115
H 4.1449 -6.2083 1.5384
C -6.0571 -2.2728 -1.8689
N -7.2637 1.3981 -0.0555
H -6.7360 0.3510 2.7113
O 4.3879 1.2561 -1.7549
H -0.7932 -1.5244 -8.3995
O -6.1415 2.8110 1.4590
C -1.5554 -1.5555 -7.6209
H -0.6274 -2.1874 0.1623
C 1.8392 4.8902 1.4930
H -3.9649 2.0151 -1.0765
C -2.5377 1.2136 3.8283
H -0.3764 -2.0944 -5.8247
H 3.1856 3.5226 0.2785
C -3.7197 -3.9157 1.2431
C 7.4823 2.1860 -3.3150
C 3.4387 6.6493 1.1914
H 4.2802 -4.6342 -1.8522
H -7.8284 -0.4362 -1.9037
C 7.0340 0.9600 -3.9779
C -6.0243 0.5297 1.9053
C 2.2415 6.2688 2.0517
C 1.7441 -6.1988 2.8427
N 4.2395 -0.1338 1.9470
H -4.1371 -0.2638 8.1221
H 3.4881 5.1713 -2.4932
H -4.3231 -4.6465 1.7815
C -0.7115 -1.5578 -1.9090
H -7.6792 0.2213 -3.4697
H 2.2038 -0.1696 -0.3333
H -1.6018 1.6937 3.5425
H 2.2394 4.6139 -5.5424
C 4.1777 -2.5578 -1.1617
N -7.3817 -0.4818 -2.8084
H -0.8876 -2.6083 -2.1403
N -1.1997 0.6082 -0.1588
H -2.1062 2.1449 -3.3033
H -3.1342 2.0349 4.2254
O 1.0945 4.2637 -3.9746
H -2.4457 -1.8774 -8.1612
H -5.0570 -2.3443 -1.4414
H 1.2975 -0.9041 1.6821
H 1.3052 4.2534 2.1984
H 2.5414 -3.2409 4.7462
H -4.2360 0.7666 -1.9257
H -0.5127 2.8397 -6.2814
H -6.3620 -3.2661 -2.1983
H -0.4826 -0.8953 2.0761
H -2.5959 -2.4939 4.8299
H -2.1828 2.0435 -5.8698
H 5.6282 -7.5089 3.0650
H -2.9704 0.8123 2.9119
H -2.4102 -0.7688 -2.9897
H 1.7905 -2.1906 3.6281
H 5.0044 -5.1280 2.7747
H 2.3261 6.4763 -2.0820
N -1.9714 -0.1962 -7.0801
H -5.2476 -2.8974 3.0408
C -0.9448 0.7968 -6.8940
H -4.3409 1.3013 5.5072
H -7.6866 0.4811 -0.0370
H 0.0172 3.4593 5.2909
H -4.4342 -1.3801 3.3231
H 2.6924 6.1901 3.0410
H 3.7322 4.0684 5.2306
H -2.7089 -4.3188 1.3066
C 2.4116 6.2404 -4.0853
H 0.8942 -5.8496 3.4291
C 3.2036 4.2962 1.0461
H 0.4573 -7.0109 1.2211
H -1.7385 0.3188 5.4893
H 1.9016 -6.4863 0.6951
C -4.2135 0.3768 6.0704
H -0.5724 1.2978 -2.9605
H -7.5807 2.0829 -0.7268
C -3.0800 -1.9316 5.6284
H -2.5917 0.4585 7.5496
H 2.6212 -4.0089 -1.4168
C 1.1906 -6.2494 1.4866
C -3.7666 -2.4545 1.7279
H -3.8310 -3.7738 6.3893
H 3.7335 -4.5897 -0.2418
H 0.7046 -5.3109 1.2200
C -6.4977 1.6809 1.0626
H 7.3849 1.5329 -1.2330
H -1.8765 -0.6803 3.9270
H 6.0619 1.7001 0.6266
C 4.2668 -5.9061 2.5785
O 4.5037 -2.0129 -0.1472
H 1.4379 7.0047 2.0227
C 2.8514 -3.8857 2.7224
N -4.5825 -2.1963 2.7470
H 7.0183 1.1604 -5.0492
C 6.3906 0.9728 1.3690
H 3.9803 -7.9869 3.3375
H -2.1357 -2.8696 -6.0027
C 1.9753 -3.2485 3.8148
H 6.4637 2.9644 -1.5760
H -5.0365 -2.9447 5.5584
N 2.9822 -5.3177 3.0081
C 4.6623 -7.1397 3.4097
C -0.0744 -1.5174 -0.4961
C -2.0481 0.6634 -1.4230
C 3.6834 -4.0253 -1.1730
O -1.3248 1.8430 0.5224
H 1.7003 1.4630 -0.0963
H -4.3606 0.4787 -8.0712
H 1.0357 -3.7718 3.9921
H -4.1224 1.7971 -7.0090
H 1.8938 -7.2052 3.2337
H -5.2110 -0.0624 6.0870
H 8.5457 2.4241 -3.2902
C 1.9752 3.0669 4.7658
C -1.3749 2.2405 -6.5744
O 1.5858 1.9529 4.3478
C 0.3422 -0.3908 1.5727
H -4.0550 -4.0140 0.2106
C 1.3803 0.5164 -0.5317
H 0.7987 4.8570 4.5126
C -1.4867 1.7002 -2.5244
H 3.4776 -0.1874 2.6078
H 7.6731 0.1009 -3.7742
H 3.7729 -3.3355 2.5325
O 5.6931 0.7662 -3.5648
H 4.2123 -2.3425 -3.2131
C 1.4622 4.6073 -2.6801
H 7.2229 1.4380 1.8971
H 3.8090 2.8768 3.9470
C 1.5879 5.2099 -4.9034
H 1.2020 5.1543 0.6490
H -3.0379 0.2802 -5.3212
H -6.5254 -2.0511 -0.9099
O 0.9618 4.0359 -1.7043
C -2.3305 0.0258 4.6223
H 1.9103 7.2083 -4.0828
C -3.2859 -0.1811 -6.2771
C 5.2044 0.6867 2.2928
H 1.3448 0.6846 -1.6081
H 6.5895 0.0048 0.9092
H -2.4174 -1.7622 6.4771
C 5.4537 1.2862 -2.3539
H -4.1430 1.2729 7.9343
C 2.5470 5.6521 -2.7602
H 7.1744 3.0405 -3.9176
O -2.9982 -1.6456 1.3537
O 5.0520 1.3640 3.2798
O 4.0189 5.5056 0.6240
H 0.4149 0.4469 2.2664
N -3.5244 -0.5949 5.1717
N 4.3485 -1.9203 -2.3057
H -1.7996 2.7368 -7.4470
H 4.5402 -0.9299 -2.2570
H -5.2797 0.4865 -6.6774
H -5.0206 0.7496 2.2692
C 0.9477 4.0184 5.1929
H -0.0631 -1.1480 -2.6835
C -4.2163 -2.7633 6.2530
```

Values from the calculation:
E_HOMO = -9.06 eV
Electronic energy = -3535.0966 Ha
LUMO = -6.044 eV
Kohn-Sham gap = 3.01 eV
Total charge = +1


Molecular formula: C51H138N6O33S9
Method: DFT, wB97M-V/def2-TZVPD

The geometry in XYZ format:
```
237
C51H138N6O33S9 | OMol25 | wB97M-V/def2-TZVPD
H 14.7444 16.3423 15.7987
H 22.4778 17.9617 20.9999
O 20.9975 15.9500 12.5040
O 17.6108 14.5730 22.2907
C 13.4822 18.9321 20.7753
H 21.6101 10.4847 17.3228
H 13.9866 19.3185 15.2137
H 17.0930 11.6538 15.6773
S 13.6636 20.9402 13.5406
O 15.1687 11.0128 15.5364
C 9.6755 15.7636 12.9068
N 13.4920 12.3168 18.5831
H 21.1870 17.1234 15.1530
H 17.2294 23.9093 21.2333
H 16.1731 23.2744 15.9316
H 15.9487 13.3554 22.4947
H 11.6986 19.4705 21.8016
S 17.7817 19.4763 23.3076
H 11.7118 12.7255 11.2983
O 15.4787 18.3576 16.8753
C 8.7471 18.2130 20.4346
H 21.1388 11.4871 18.6751
H 16.1934 21.0153 11.2140
O 7.9993 19.5293 16.6846
H 9.6976 21.1814 16.8380
H 21.0346 14.6046 16.3010
O 11.6161 17.5146 12.3046
C 21.0633 11.4041 17.5751
O 12.1675 15.1238 12.6180
H 20.6767 14.4115 20.6516
N 15.6229 14.8114 20.1877
H 21.9202 19.6021 20.5617
S 11.3398 16.3628 13.1212
H 17.2842 21.1608 20.4874
H 14.4143 20.8328 18.0210
H 19.3923 25.2284 21.5210
H 11.6612 20.6757 23.9008
H 14.7158 12.8887 16.2498
C 12.7347 20.9064 23.7287
C 16.6108 21.7266 24.0577
H 19.9122 19.7367 22.6240
S 10.6938 15.3932 18.8786
H 15.8780 24.7671 14.9136
O 15.1010 15.8861 10.0465
O 17.4659 19.5667 16.7118
C 20.4566 18.1142 13.3695
C 17.8724 24.1678 20.4004
H 16.6550 22.3104 12.2157
H 12.0327 21.0959 18.1370
C 16.1867 20.5530 13.2372
C 16.3941 11.3448 14.9044
H 12.7699 21.9017 23.3092
N 22.9083 12.9638 16.9579
H 12.7082 18.8958 14.1368
H 16.0315 21.6084 17.4669
H 19.2739 16.4559 13.4916
H 11.5346 15.7374 10.7773
H 8.7061 19.7477 13.2984
H 15.8964 21.0327 24.4065
H 15.2769 23.4306 24.1171
H 14.0423 10.3811 17.8030
H 21.4915 14.1491 11.7366
H 15.8553 18.5006 9.8379
O 13.1068 23.2041 18.4517
H 18.3036 15.5628 23.9688
H 19.2943 17.0892 11.9623
H 21.8049 15.2140 21.6490
O 12.8388 21.8397 14.2738
H 17.4615 13.5412 18.4202
H 11.3174 15.6298 16.7314
H 14.9196 25.8474 16.8357
C 20.9678 16.4999 19.2614
H 18.1923 13.7439 24.2335
H 16.2243 12.1336 14.1641
H 17.3410 20.3913 18.8822
S 16.2119 16.4094 10.7969
O 22.0149 15.6278 19.6309
H 19.5523 19.6721 14.4443
C 21.5640 17.8488 14.4046
H 20.5310 16.2116 18.3124
C 14.9747 24.8042 16.8649
H 22.4476 17.3827 14.0067
H 15.7273 12.0468 17.2863
C 17.6877 14.6764 23.7394
H 19.1226 15.2115 15.3231
C 13.4654 17.5562 21.3762
H 20.6028 18.4206 17.4014
H 18.7722 18.2479 14.5033
H 17.8059 20.8920 11.9148
H 12.8634 10.3425 15.7134
C 17.3029 17.6385 18.6299
H 16.5650 18.0849 19.2923
H 20.1844 16.4400 20.0299
H 17.3892 18.4618 10.6577
H 18.1110 14.9362 16.8548
H 9.3360 17.8141 21.2289
H 15.3248 22.5896 22.5861
C 15.9099 22.8836 23.4192
C 10.6116 20.7502 16.5106
H 16.6915 23.5562 23.0186
C 16.8364 13.4272 21.8706
O 13.4926 20.8626 12.1479
C 21.4905 17.9062 19.1008
H 15.6436 15.3496 16.8857
C 16.0735 24.3674 15.9050
H 19.6381 20.6203 24.2625
H 7.0601 19.9082 13.9735
H 9.0063 19.2298 20.1500
C 14.7113 15.9998 16.8367
H 8.5700 17.8109 18.4108
C 18.6705 25.4135 20.7166
C 15.0217 15.0379 13.5557
C 11.4755 20.2390 17.6962
H 9.5804 15.0399 16.7359
N 14.9185 19.2615 20.6784
H 12.9562 14.7274 10.7247
H 20.9154 18.7493 12.5632
H 16.8241 20.2830 14.0979
H 23.1309 12.9311 17.9274
C 21.5218 12.5903 16.7399
H 8.1913 16.3348 19.2812
H 14.6058 14.7416 20.1791
C 20.5373 14.6970 11.9470
O 10.2050 16.9238 18.9078
H 14.4496 21.9718 16.6590
H 11.2040 21.4037 15.8869
H 14.0022 24.4426 16.5734
H 20.0646 11.1361 17.3546
H 15.1011 20.2366 20.5089
H 20.3766 14.1122 17.8714
H 8.3389 21.0902 14.3529
S 18.9469 22.0717 19.0620
C 18.5771 14.5074 15.9537
O 15.7111 16.9847 12.1311
H 17.2711 17.6451 9.0706
H 15.4598 14.6022 14.4722
O 18.3700 22.6336 17.8561
O 15.0991 21.4667 13.7908
O 20.3269 21.6479 19.0319
C 17.9280 20.7817 19.7019
O 17.0988 19.0749 24.5386
N 20.5788 18.7465 18.3602
H 7.6678 18.2329 20.7309
H 15.8503 15.6079 20.7704
H 17.3518 22.0729 24.8524
H 23.0676 13.9193 16.6390
O 15.3128 24.2934 18.2074
H 13.9304 16.7749 20.8651
H 21.4582 12.1976 15.7083
N 19.3148 18.8380 13.9147
H 15.0504 14.3247 12.7409
C 21.6585 18.5402 20.4613
O 17.3126 21.0252 23.0019
H 12.2337 19.5252 17.3872
O 17.4204 17.2105 16.0715
H 12.9834 18.8048 19.7989
H 19.1356 25.8077 19.8377
O 11.6360 16.6394 14.5287
C 15.9104 16.3282 13.3962
H 12.9936 11.7661 19.2701
H 22.3340 13.8755 20.5278
C 19.4845 19.7132 23.6528
H 17.1028 24.1583 19.5908
H 14.3734 18.5752 13.6233
H 9.6681 14.7843 13.3744
C 8.8376 17.2463 19.2476
C 14.9522 21.6635 17.5792
H 12.4174 17.2468 21.4929
S 14.5151 22.9642 18.6817
H 13.2623 20.9004 24.6648
O 9.8192 14.5390 19.6224
H 15.3590 18.9784 21.5463
O 13.4045 20.0436 22.8101
H 18.3916 12.8435 19.8782
H 13.6702 17.7142 17.4178
H 17.0888 24.7500 16.2365
H 9.5323 15.8803 11.7982
C 19.9324 16.8488 12.7424
H 14.9435 17.3372 18.6427
O 12.0778 15.4241 19.2141
H 20.0373 14.0570 12.6684
O 15.0056 22.7489 19.9872
H 19.9435 14.8043 11.0073
H 16.7021 10.5481 14.1910
H 21.7873 18.7969 14.9413
C 13.7112 19.2582 14.1531
H 18.6159 20.0251 20.0864
H 16.9830 16.0744 13.5004
C 16.3904 13.5886 20.4403
H 15.6078 17.0191 14.1633
H 15.8014 12.7029 20.2480
C 20.5615 13.7582 16.8144
H 10.9374 13.9087 17.1688
O 8.7302 17.7406 15.1583
C 17.6450 13.6193 19.4805
O 19.3880 13.3643 16.1579
H 18.3175 17.9322 18.8783
H 22.5240 17.8467 18.6459
H 17.2209 16.5529 18.4904
O 17.6106 18.7128 22.0547
H 12.9483 13.1975 18.3853
H 15.7123 19.6745 12.9481
H 10.8177 13.5569 9.9954
C 11.9484 14.8224 11.1505
H 17.4231 12.5375 21.9531
H 19.7043 18.8414 24.2191
C 14.9167 11.8983 16.6170
H 18.0113 14.6475 19.6569
H 16.7145 14.8146 24.2405
H 13.9494 15.3151 13.7303
O 18.8759 23.0958 20.2459
H 13.8006 15.4708 17.1056
C 8.1006 20.0545 14.1277
H 17.8429 14.1224 15.2725
H 20.8134 18.4022 21.1498
H 10.1984 13.4672 11.5922
C 14.6757 17.3214 17.5561
C 11.1528 13.5891 11.0285
C 10.6052 14.9327 17.1809
C 16.8058 21.2242 12.0911
C 12.5699 11.1302 16.4649
O 17.3385 15.5944 11.1445
H 13.8045 17.5789 22.3694
H 12.5458 20.8176 21.1165
O 10.2562 19.6385 15.6162
C 16.7310 17.9281 9.9762
H 9.0379 16.4798 13.3981
S 8.7395 19.0947 15.4827
H 17.9951 26.2083 21.0224
H 11.6832 10.8900 17.0894
H 10.7539 19.7632 18.4136
C 21.6857 14.7119 20.6545
C 12.7025 19.8893 21.6097
S 16.9967 18.2320 16.9424
H 20.9217 19.6825 18.3735
H 12.3465 12.0743 15.9034
C 13.7666 11.3962 17.4666
```

Values from the calculation:
E_HOMO = -8.85 eV
Electronic energy = -8420.8004 Ha
LUMO = 0.164 eV
Kohn-Sham gap = 9.01 eV


E_HOMO of number 1 (C51H111N10O13)? -9.06 eV